DFT (ωB97M-V with the def2-TZVPD basis set) results for a molecular structure, C29H42F18N2O17P3S in a non-equilibrium geometry.

Element x y z (Å)
C  -5.86776  3.09530  0.51537
C  -4.95545  3.43217  -0.39452
C  -5.17767  4.43403  -1.49012
C  -4.53629  4.09150  -2.85052
P  -3.18171  2.94300  -2.92312
O  -2.61717  2.88538  -4.28394
O  -2.14947  3.41711  -1.80615
O  -3.67216  1.48699  -2.46771
C  -4.36290  5.72459  -0.93834
O  -4.95065  6.43846  -0.11839
O  -3.17702  5.81611  -1.36568
N  -6.62690  4.77791  -1.55860
P  -7.69601  3.49689  -1.98199
N  -7.08346  2.11208  -2.35511
P  -7.00224  6.19746  -2.40291
S  -7.06852  6.18244  -4.35711
H  -6.63190  3.78798  0.84798
H  -5.86606  2.08918  0.91453
H  -3.95977  3.02329  -0.29593
H  -5.27782  3.72841  -3.56128
H  -4.11193  4.98822  -3.29739
H  -2.20301  4.40733  -1.74743
H  -2.93825  0.98760  -2.09388
H  -8.51161  3.43530  -0.84462
H  -8.49664  4.04147  -2.99965
H  -7.33034  1.83638  -3.29815
H  -6.15847  7.18890  -1.91767
H  -8.27068  6.48951  -1.87909
C  1.10082  3.18533  -2.17843
C  1.04387  3.85958  -0.83059
O  2.33521  4.40051  -0.43769
C  2.71004  5.51866  -1.02484
O  2.11937  6.16035  -1.83958
C  4.08734  5.94856  -0.46952
F  4.96265  4.93216  -0.48209
F  3.97053  6.36976  0.79763
F  4.60136  6.93924  -1.18945
H  1.87412  2.41399  -2.18604
H  0.13894  2.73215  -2.40503
H  1.33619  3.89454  -2.97122
H  0.79665  3.14245  -0.05125
H  0.29361  4.64838  -0.80008
C  6.43038  2.17905  1.01863
C  6.50403  0.71502  0.65023
O  5.20913  0.07718  0.72739
C  4.37909  0.33266  -0.27013
O  4.57568  1.00952  -1.23273
C  3.04939  -0.42272  -0.06201
F  2.56984  -0.24839  1.17117
F  3.23217  -1.74179  -0.25208
F  2.14563  -0.00062  -0.93317
H  5.99332  2.29981  2.01032
H  7.43041  2.61208  1.01786
H  5.81503  2.73368  0.31460
H  7.12499  0.16992  1.35766
H  6.92025  0.56636  -0.34594
C  3.89562  -4.58203  0.29198
C  4.32053  -5.38453  -0.91545
O  5.39165  -6.31208  -0.60656
C  5.05767  -7.40593  0.04176
O  3.96756  -7.74050  0.40657
C  6.31158  -8.28087  0.26600
F  7.32037  -7.56468  0.77003
F  6.71555  -8.81210  -0.89405
F  6.04197  -9.27280  1.10895
H  4.74858  -4.05725  0.72325
H  3.14174  -3.86128  0.00065
H  3.47408  -5.22369  1.06564
H  4.73248  -4.73340  -1.68264
H  3.48676  -5.93001  -1.35602
C  2.30902  -7.97309  2.86518
C  2.24371  -8.97935  3.98939
O  1.61812  -8.44186  5.17945
C  0.30134  -8.34515  5.15280
O  -0.43533  -8.66393  4.26822
C  -0.20013  -7.77375  6.49820
F  0.48155  -6.67840  6.84600
F  -0.04250  -8.68607  7.46882
F  -1.48686  -7.46139  6.42478
H  2.82072  -7.06693  3.19462
H  2.84522  -8.39105  2.01764
H  1.31165  -7.68567  2.53330
H  3.24516  -9.26046  4.30780
H  1.72219  -9.88807  3.68977
C  -6.53905  2.83696  7.24051
C  -7.25582  1.53073  6.97911
O  -7.56326  1.35795  5.58126
C  -6.54838  1.00690  4.80421
O  -5.42097  0.80525  5.14160
C  -7.03994  0.85229  3.34820
F  -7.76523  1.90745  2.97254
F  -7.81365  -0.23881  3.24140
F  -6.01175  0.72298  2.52461
H  -7.12584  3.67422  6.86203
H  -6.38499  2.96805  8.31141
H  -5.56916  2.85971  6.74691
H  -8.22101  1.51582  7.48068
H  -6.68070  0.67496  7.33217
C  3.32025  1.45209  -6.33052
C  4.33922  0.48208  -6.88563
O  4.87240  -0.38346  -5.85545
C  4.08307  -1.36659  -5.46309
O  2.99594  -1.63866  -5.87430
C  4.78546  -2.18555  -4.35875
F  5.28930  -1.39044  -3.41251
F  5.79282  -2.90708  -4.87268
F  3.93047  -3.02751  -3.78468
H  3.75298  2.03325  -5.51584
H  2.99123  2.13331  -7.11425
H  2.44733  0.93150  -5.94082
H  5.20424  1.01299  -7.27637
H  3.92683  -0.12643  -7.68997

Properties
Kohn-Sham gap in hartree: 0.2628
E_LUMO in eV: 1.61
E in a.u.: -5738.94709
Net charge: -1

***

DFT (ωB97M-V with the def2-TZVPD basis set) results for 2 unconnected molecules or ions with the total composition C26H28NO2 in a non-equilibrium geometry.

Element x y z (Å)
C  -4.77907  -1.29475  3.56667
O  -4.26029  0.00877  3.65585
C  -2.86761  0.09867  3.60480
C  -2.30627  1.37619  3.67843
C  -0.94937  1.56616  3.62764
C  -0.08012  0.48377  3.48976
C  1.38124  0.64069  3.39694
C  1.95946  1.83491  3.23873
N  2.17775  -0.52847  3.47574
C  3.44298  -0.68217  2.92573
C  4.09469  -2.01192  3.08477
O  4.00704  0.20287  2.31867
C  -0.63933  -0.79118  3.42423
C  -1.99557  -0.98774  3.48803
H  -5.86656  -1.22226  3.56758
H  -4.45751  -1.76451  2.63642
H  -4.46236  -1.88145  4.42987
H  -2.97021  2.21623  3.77950
H  -0.55731  2.56340  3.70493
H  3.02514  1.90516  3.14961
H  1.39509  2.74266  3.18802
H  1.82119  -1.30053  4.03224
H  3.63476  -2.58683  3.88831
H  4.01283  -2.58736  2.16316
H  5.15024  -1.88232  3.31599
H  0.00624  -1.64451  3.31104
H  -2.38176  -1.99122  3.45520
C  -3.95868  1.90767  -0.06058
C  -2.48749  2.12761  -0.04037
C  -1.62516  1.14854  -0.52165
C  -0.26756  1.34073  -0.52481
C  0.30289  2.54164  -0.05654
C  1.71317  2.66938  -0.11277
C  2.56112  3.78823  0.07776
C  3.95160  3.56064  0.11583
C  4.83687  4.59132  0.30213
C  4.39297  5.90022  0.45661
C  5.36622  6.99982  0.69594
C  3.02640  6.14844  0.36799
C  2.12906  5.12638  0.17642
C  -0.57957  3.50748  0.46802
C  -1.93684  3.29986  0.46906
H  -4.50203  2.81850  0.19480
H  -4.28424  1.59454  -1.05359
H  -4.24454  1.13255  0.65161
H  -2.03639  0.22857  -0.89857
H  0.38409  0.57216  -0.90456
H  2.23195  1.75530  -0.34728
H  4.31503  2.55415  -0.00280
H  5.89355  4.39072  0.32478
H  4.86381  7.91331  1.01728
H  6.07226  6.71808  1.47823
H  5.93330  7.22405  -0.20860
H  2.66996  7.16169  0.44006
H  1.09508  5.36924  0.02755
H  -0.19236  4.39345  0.93224
H  -2.58912  4.05469  0.87357

Properties
Kohn-Sham gap in hartree: 0.1918
E_LUMO in eV: -5.24
E in a.u.: -1212.53709
Net charge: +1

***

DFT (ωB97M-V with the def2-TZVPD basis set) results for a single C3H8N2O2 molecule in a non-equilibrium geometry.

Element x y z (Å)
N  3.13429  0.25100  -0.17428
C  1.74140  0.42840  -0.57361
C  0.85777  -0.04020  0.57855
N  -0.46551  0.48275  0.39824
C  -1.66869  -0.08844  0.03884
O  -2.75616  0.36627  0.20982
O  -1.41181  -1.46528  -0.34556
H  3.78283  0.77403  -0.76348
H  3.29172  0.75375  0.70165
H  1.35738  1.45802  -0.84916
H  1.60840  -0.09821  -1.49401
H  1.35184  0.32991  1.48622
H  0.87202  -1.13440  0.61606
H  -0.68098  1.46301  0.27303
H  -2.32281  -1.72734  -0.59188

Properties
SMILES: NCCNC(=O)O
Kohn-Sham gap in hartree: 0.3929
E_LUMO in eV: 0.80
E in a.u.: -379.10369
Net charge: 0

***

DFT (ωB97M-V with the def2-TZVPD basis set) results for a molecular structure, C14H23Cl4Mg3O10 in a non-equilibrium geometry.

Element x y z (Å)
Mg  1.15122  1.99396  2.91117
Mg  -1.67970  -0.21930  -2.15370
Mg  -1.67637  1.68152  0.94140
C  0.20165  0.74560  -5.39631
C  -0.52298  0.38232  -4.14219
O  -0.35791  -0.80512  -3.60000
O  -1.36738  1.20650  -3.55471
H  0.56691  -0.15112  -5.87939
H  1.05059  1.38661  -5.16431
H  -0.47811  1.27408  -6.05697
C  -0.49885  5.67996  1.50164
C  -0.55128  4.24664  1.87618
O  0.41771  3.75355  2.57510
O  -1.40933  3.58210  1.37490
H  -0.14150  5.69848  0.47040
H  0.17084  6.22790  2.14815
H  -1.47593  6.15736  1.52229
C  -1.93039  -0.23650  4.78518
C  -1.33700  0.57262  3.72546
O  -0.10517  1.00916  3.91393
O  -1.98371  0.78480  2.64794
H  -1.35077  -1.18385  4.81236
H  -2.96704  -0.47519  4.63231
H  -1.75936  0.18691  5.77813
C  -5.42651  0.43292  -0.33092
C  -3.99536  0.60701  -0.65337
O  -3.48062  -0.16959  -1.49836
O  -3.32467  1.47171  -0.02048
H  -5.67551  -0.63205  -0.43909
H  -6.05096  0.97177  -1.03561
H  -5.60172  0.69943  0.70038
C  1.64318  0.17430  -0.67150
C  0.44698  0.60225  0.01713
O  -0.73995  0.38558  -0.49534
O  0.46965  1.33816  1.07953
H  1.69364  0.56601  -1.67789
H  1.58954  -0.92761  -0.75048
H  2.55002  0.40275  -0.11796
Cl  -0.47371  -2.49943  1.97856
C  0.99211  -2.76197  2.96863
C  2.25101  -2.63955  2.31133
Cl  2.44185  -3.67961  0.87124
H  0.96676  -3.74846  3.40765
H  0.96014  -2.00683  3.75135
H  3.04935  -2.93762  2.98769
H  2.48722  -1.61884  1.99432
Cl  4.87368  -1.56767  -2.91399
C  3.71691  -2.84178  -3.41138
C  3.82516  -4.08187  -2.58463
Cl  5.33919  -4.96127  -2.92175
H  3.93337  -3.06736  -4.45685
H  2.70251  -2.45604  -3.37535
H  3.00539  -4.73766  -2.84427
H  3.86525  -3.81565  -1.53754

Properties
Kohn-Sham gap in hartree: 0.2895
E_LUMO in eV: -4.68
E in a.u.: -3741.04246
Net charge: +1

***

DFT (ωB97M-V with the def2-TZVPD basis set) results for a single C4H4ClN3O2 molecule in a non-equilibrium geometry.

Element x y z (Å)
C  -2.14264  1.41128  0.08719
C  -1.76824  -0.72430  -0.14608
C  -0.36787  0.10302  0.03398
C  0.97607  -0.45411  -0.05310
N  -0.70298  1.31543  0.09058
N  -2.72679  0.28741  -0.01112
N  -2.42565  -1.91827  0.71190
O  -2.52117  -2.92146  0.08324
O  -2.72712  -1.64293  1.83929
Cl  -1.71261  -1.30981  -1.86253
H  -2.49137  2.43713  0.26217
H  1.30275  -0.70978  -1.08357
H  0.86098  -1.42832  0.50092
H  1.59381  0.41355  0.46035

Properties
<S²>: 2.010
Spin multiplicity: 3
Kohn-Sham gap (spin up / spin down) in hartree: 0.2675 / 0.2310
E_LUMO (spin up / spin down) in eV: 0.31 / -4.57
E in a.u.: -929.45742
Net charge: 0

***

DFT (ωB97M-V with the def2-TZVPD basis set) results for a molecular structure, C24H40CrN10OSSe in a non-equilibrium geometry.

Element x y z (Å)
Cr  0.86006  -1.48836  0.24034
C  0.36240  3.60342  5.24153
C  -0.74986  3.00489  4.36823
C  -1.69005  2.15827  5.24622
C  -1.55401  4.14047  3.73369
C  -0.15773  2.07365  3.31602
C  0.82739  1.15203  3.64905
C  1.24018  0.20680  2.72954
N  0.73046  0.14443  1.49387
C  -0.15821  1.08029  1.12423
C  -0.62592  2.03479  2.00138
C  -0.60508  0.99046  -0.30030
C  -1.10904  2.08203  -0.98347
C  -1.37900  1.99913  -2.34278
C  -1.13674  0.76713  -2.94284
C  -0.62723  -0.27885  -2.20337
N  -0.35963  -0.18995  -0.88965
C  -1.81847  3.19692  -3.18110
C  -0.61762  3.62218  -4.04233
C  -2.24503  4.38288  -2.31487
C  -2.98840  2.79031  -4.08928
H  -0.07051  4.32983  5.93550
H  1.11013  4.12245  4.63053
H  0.87429  2.84442  5.84003
H  -2.14063  2.78538  6.02285
H  -1.14822  1.34249  5.73510
H  -2.49940  1.72441  4.64713
H  -1.89816  4.81759  4.51802
H  -2.44272  3.77402  3.20803
H  -0.94463  4.72255  3.03184
H  1.27681  1.13848  4.63762
H  1.97736  -0.55442  2.95974
H  -1.37065  2.74348  1.65524
H  -1.25442  3.01152  -0.44328
H  -1.31493  0.61462  -4.00169
H  -0.39204  -1.21842  -2.67815
H  0.22845  3.91946  -3.41603
H  -0.89701  4.47467  -4.67176
H  -0.29001  2.80919  -4.69427
H  -1.40754  4.79604  -1.74455
H  -3.04227  4.10630  -1.61770
H  -2.62570  5.17948  -2.95669
H  -2.68952  2.05183  -4.83971
H  -3.35706  3.67018  -4.62365
H  -3.81843  2.37437  -3.50733
Se  2.31273  -2.73505  1.62095
C  0.64918  -5.23292  -2.79443
N  -0.55227  -4.63383  -2.20020
C  -1.84340  -5.22051  -2.54625
C  -0.47500  -3.58895  -1.39292
O  0.59880  -3.03505  -1.09867
H  0.76028  -6.25918  -2.44396
H  1.52049  -4.65901  -2.50322
H  0.56028  -5.24015  -3.88164
H  -2.04138  -5.10420  -3.61017
H  -2.63586  -4.73325  -1.98270
H  -1.84625  -6.28298  -2.30627
H  -1.42690  -3.25722  -0.98052
N  -0.71391  -5.15083  3.09448
N  -0.96359  -3.85216  2.67421
N  -1.25481  -2.86554  3.51367
C  -1.32080  -1.85677  2.66944
N  -1.05974  -2.22218  1.39698
N  -0.85376  -3.54580  1.43918
H  -0.56227  -5.11201  4.08711
H  0.12444  -5.43645  2.60337
H  -1.57680  -0.84898  2.97071
C  6.12202  -1.32593  -2.75790
N  4.95140  -0.64789  -2.21762
C  3.99165  -1.26768  -1.52196
N  4.17197  -2.53763  -1.24256
S  2.57223  -0.36093  -1.11254
H  6.69662  -0.61365  -3.33966
H  5.82964  -2.15167  -3.40856
H  6.76679  -1.71053  -1.96536
H  4.79585  0.32037  -2.41968
H  5.09309  -2.94141  -1.33416
H  3.54758  -2.94290  -0.49009

Properties
<S²>: 3.864
Spin multiplicity: 4
Kohn-Sham gap (spin up / spin down) in hartree: 0.2133 / 0.2166
E_LUMO (spin up / spin down) in eV: -2.69 / -2.84
E in a.u.: -5405.29449
Net charge: +1